Density functional theory data (ωB97M-V with the def2-TZVPD basis set) for a single C3H5N3OS molecule at a distorted geometry.

- Gap between HOMO and LUMO: 8.4 eV
- LUMO energy: 0.0135 hartree
- E_HOMO: -8.0 eV
- SMILES string: Nc1c[nH]o/c1=N/S

The geometry in ORCA input format:
```
! RIJCOSX wB97M-V def2-TZVPD def2/J DEFGRID3
* xyz 0 1
S -1.07154 -0.27824 -2.04411
O 1.17963 1.36508 0.63753
N -0.81454 -1.64520 0.46032
N -0.05010 0.90643 -1.24391
N 1.47194 0.54445 1.86915
C 0.73806 -0.56559 1.95370
C -0.15472 -0.46071 0.94654
C 0.17027 0.70510 -0.04985
H -0.74079 0.46620 -3.47877
H -1.21791 -2.27364 1.28207
H -1.66045 -1.30905 -0.04985
H 1.12044 1.21424 2.47472
H 1.43358 -1.27920 2.67595
*
```

Partial charges, natural (NBO), in e: number 1, S, carries 0.098; number 2, O, carries -0.360; number 3, N, carries -0.808; number 4, N, carries -0.583; number 5, N, carries -0.293; number 6, C, carries -0.118; number 7, C, carries 0.024; number 8, C, carries 0.488; number 9, H, carries 0.173; number 10, H, carries 0.381; number 11, H, carries 0.369; number 12, H, carries 0.356; number 13, H, carries 0.273

---

Density functional theory data (ωB97M-V with the def2-TZVPD basis set) for a molecular structure, C16H23Cl3F5MnO2P2Si at a distorted geometry.

- Gap between HOMO and LUMO (spin up / spin down): 6.0 / 7.1 eV
- LUMO energy (spin up / spin down): 0.1017 / 0.0987 hartree
- E_HOMO (spin up / spin down): -3.2 / -4.4 eV
- ⟨S²⟩: 8.7577

The geometry in ORCA input format:
```
! RIJCOSX wB97M-V def2-TZVPD def2/J DEFGRID3
* xyz -1 6
Mn 9.46036 9.05754 9.67505
Cl 11.91884 5.86490 9.77295
Cl 9.66259 5.75372 7.60106
Cl 8.62125 5.15983 10.77101
P 11.91985 9.52426 9.99244
P 9.77748 8.68792 12.15218
Si 9.83456 6.32599 9.58803
F 5.11154 9.51369 9.16282
F 7.01980 7.86050 9.51983
F 6.86558 9.30070 11.21523
F 6.35163 11.29713 9.46489
F 6.67057 10.00638 7.72562
O 9.47773 9.00970 7.70613
O 9.24414 11.28456 9.42190
C 9.01131 7.43009 13.15335
C 12.56244 8.73469 11.52674
C 9.52040 9.43277 5.40235
C 9.46350 9.92802 6.80718
C 12.20857 11.33183 10.47595
C 9.25652 11.93452 8.33707
C 11.53582 8.26745 12.58232
C 13.05872 9.36065 8.61676
C 7.29954 9.14864 9.94011
C 9.50377 10.29104 13.14215
C 8.86406 14.12405 7.40124
C 9.04137 13.61835 6.10069
C 9.34802 12.26532 5.89578
C 9.03896 13.35082 8.50525
C 9.39093 11.36504 7.02091
C 6.36246 9.99437 9.05205
H 11.70829 8.79625 13.52122
H 9.35223 11.86496 4.87772
H 13.85819 10.15036 8.76812
H 9.61215 6.51414 13.09540
H 7.98118 7.16276 12.93975
H 8.96083 13.72555 9.52930
H 9.09944 7.69866 14.20978
H 8.51967 15.12233 7.56261
H 10.42646 10.95695 13.11478
H 13.50243 8.34997 8.59818
H 13.04036 11.43417 11.19385
H 9.30471 8.35654 5.46760
H 11.25608 11.61794 10.89631
H 12.29012 12.01345 9.57735
H 9.18666 10.03948 14.14333
H 11.57009 7.23018 12.69268
H 12.46789 9.57746 7.72415
H 13.07454 7.85409 11.15934
H 13.34089 9.44430 11.97943
H 8.86845 14.27092 5.24652
H 8.69049 9.88136 4.89346
H 10.49876 9.60577 4.88055
H 8.64842 10.72390 12.65763
*
```

Partial charges, natural (NBO), in e: number 1, Mn, carries 1.087; number 2, Cl, carries -0.519; number 3, Cl, carries -0.455; number 4, Cl, carries -0.448; number 5, P, carries 0.837; number 6, P, carries 0.842; number 7, Si, carries 0.709; number 8, F, carries -0.339; number 9, F, carries -0.378; number 10, F, carries -0.374; number 11, F, carries -0.338; number 12, F, carries -0.336; number 13, O, carries -0.725; number 14, O, carries -0.775; number 15, C, carries -0.965; number 16, C, carries -0.722; number 17, C, carries -0.710; number 18, C, carries 0.578; number 19, C, carries -0.926; number 20, C, carries 0.435; number 21, C, carries -0.701; number 22, C, carries -0.953; number 23, C, carries 0.133; number 24, C, carries -0.921; number 25, C, carries -0.179; number 26, C, carries -0.315; number 27, C, carries -0.147; number 28, C, carries -0.270; number 29, C, carries -0.287; number 30, C, carries 0.904; number 31, H, carries 0.217; number 32, H, carries 0.205; number 33, H, carries 0.220; number 34, H, carries 0.246; number 35, H, carries 0.262; number 36, H, carries 0.216; number 37, H, carries 0.210; number 38, H, carries 0.197; number 39, H, carries 0.225; number 40, H, carries 0.254; number 41, H, carries 0.206; number 42, H, carries 0.251; number 43, H, carries 0.247; number 44, H, carries 0.238; number 45, H, carries 0.211; number 46, H, carries 0.234; number 47, H, carries 0.249; number 48, H, carries 0.256; number 49, H, carries 0.211; number 50, H, carries 0.200; number 51, H, carries 0.225; number 52, H, carries 0.229; number 53, H, carries 0.248

---

Density functional theory data (ωB97M-V with the def2-TZVPD basis set) for a molecular structure, C23H29Cl5GaN2O4S.

- Gap between HOMO and LUMO (spin up / spin down): 6.0 / 4.4 eV
- LUMO energy (spin up / spin down): -0.3513 / -0.4072 hartree
- E_HOMO (spin up / spin down): -15.5 / -15.5 eV

The geometry in ORCA input format:
```
! RIJCOSX wB97M-V def2-TZVPD def2/J DEFGRID3
* xyz 3 1
Ga 0.70888 2.54259 -1.06620
Cl 1.99227 -2.85957 5.87324
Cl -2.81939 -6.52155 2.44064
Cl 1.52044 -5.67038 1.36536
Cl 0.53654 3.03923 1.72334
Cl -1.69687 1.81935 0.33866
S -5.11768 -4.65924 2.61034
O -1.11423 -4.84979 0.27681
O 1.44143 4.71742 -1.18517
O 2.86114 2.61109 -1.93171
O -0.92712 3.87759 -1.70806
N 0.86890 -1.79897 -0.49686
N 1.09746 0.37625 -0.59709
C -1.18999 2.63269 1.82631
C -4.48562 -3.74902 0.25744
C -0.33449 -2.37013 2.69611
C -2.35383 -5.06318 -0.37250
C 1.23395 -3.08377 4.35488
C 0.32921 -3.14460 -0.62847
C 1.59472 -4.15216 3.54817
C 0.31402 -0.64822 -0.91136
C -1.25865 3.94120 -3.10406
C 3.09532 2.51371 -3.34693
C 3.54266 3.68333 -1.27509
C -0.66322 -3.52594 0.50585
C 2.18794 -0.13728 0.06014
C -5.40890 -3.62158 1.30029
C 0.25734 -2.19024 3.93202
C 2.05039 -1.48721 0.12908
C 0.99394 -4.32862 2.30985
C 0.52331 5.78285 -1.37900
C 0.01512 -3.42497 1.85803
C -0.82406 5.15696 -1.07406
C -3.51981 -4.70356 0.50842
C -3.72817 -5.30443 1.77404
C 2.80908 4.99256 -1.48517
H -1.63661 5.81489 -1.38631
H -1.10497 -1.67769 2.37089
H -1.50541 -2.81996 0.49755
H -0.16018 -3.24912 -1.59752
H 2.83706 3.43673 -3.86810
H 2.99307 0.48270 0.41470
H -2.37218 -6.13720 -0.56365
H 2.47651 1.69928 -3.71595
H -6.25483 -2.94817 1.32610
H -1.36591 2.91879 -3.45867
H 2.69590 -2.23915 0.55061
H 0.72576 6.61232 -0.69875
H -0.61218 -0.58076 -1.45870
H 3.20433 5.75744 -0.81379
H -2.41543 -4.54513 -1.33385
H -0.48754 4.44798 -3.68751
H -4.54946 -3.18800 -0.66410
H 2.89800 5.34274 -2.51701
H 4.57415 3.76656 -1.61965
H -0.90500 4.97014 -0.00239
H 4.14369 2.27913 -3.53073
H -1.33723 1.95803 2.66197
H 3.53749 3.42901 -0.21285
H -2.20613 4.46572 -3.23082
H 1.16004 -3.84447 -0.58579
H 0.58077 6.13767 -2.41102
H 2.35042 -4.85316 3.87598
H -0.03483 -1.37400 4.57808
H -1.76131 3.54528 1.95398
*
```

Partial charges, natural (NBO), in e: number 1, Ga, carries 1.246; number 2, Cl, carries 0.087; number 3, Cl, carries 0.321; number 4, Cl, carries 0.060; number 5, Cl, carries 0.066; number 6, Cl, carries 0.047; number 7, S, carries 0.618; number 8, O, carries -0.516; number 9, O, carries -0.599; number 10, O, carries -0.584; number 11, O, carries -0.596; number 12, N, carries -0.307; number 13, N, carries -0.595; number 14, C, carries -0.380; number 15, C, carries -0.218; number 16, C, carries -0.211; number 17, C, carries -0.100; number 18, C, carries -0.017; number 19, C, carries -0.243; number 20, C, carries -0.240; number 21, C, carries 0.202; number 22, C, carries -0.267; number 23, C, carries -0.263; number 24, C, carries -0.094; number 25, C, carries 0.076; number 26, C, carries -0.079; number 27, C, carries -0.208; number 28, C, carries -0.237; number 29, C, carries -0.035; number 30, C, carries -0.044; number 31, C, carries -0.098; number 32, C, carries -0.044; number 33, C, carries -0.092; number 34, C, carries -0.037; number 35, C, carries -0.123; number 36, C, carries -0.099; number 37, H, carries 0.237; number 38, H, carries 0.203; number 39, H, carries 0.174; number 40, H, carries 0.226; number 41, H, carries 0.191; number 42, H, carries 0.241; number 43, H, carries 0.250; number 44, H, carries 0.212; number 45, H, carries 0.281; number 46, H, carries 0.212; number 47, H, carries 0.260; number 48, H, carries 0.228; number 49, H, carries 0.222; number 50, H, carries 0.227; number 51, H, carries 0.202; number 52, H, carries 0.197; number 53, H, carries 0.263; number 54, H, carries 0.204; number 55, H, carries 0.237; number 56, H, carries 0.202; number 57, H, carries 0.224; number 58, H, carries 0.258; number 59, H, carries 0.207; number 60, H, carries 0.225; number 61, H, carries 0.256; number 62, H, carries 0.204; number 63, H, carries 0.263; number 64, H, carries 0.239; number 65, H, carries 0.254